No. 1
Density functional theory data (ωB97M-V/def2-TZVPD) for a 2-piece molecular cluster, C22H27FNO8S2 overall.

The geometry in ORCA input format:
```
! wB97M-V def2-TZVPD RIJCOSX def2/J DEFGRID3
* xyz -1 1
C 6.457 2.591 -2.019
C 6.249 1.852 -0.726
O 4.930 2.130 -0.240
C 4.610 1.345 0.820
C 3.446 1.741 1.584
C 3.265 1.252 2.990
C 4.234 2.002 3.898
C 3.432 -0.265 3.116
C 2.789 2.973 1.172
O 2.817 3.538 0.084
O 2.033 3.474 2.191
C 1.349 4.703 1.850
C 2.268 5.898 1.885
O 5.309 0.352 1.077
H 7.487 2.436 -2.342
H 5.806 2.226 -2.822
H 6.303 3.669 -1.896
H 6.373 0.774 -0.877
H 6.969 2.195 0.033
H 2.223 1.503 3.226
H 4.064 3.073 3.772
H 4.092 1.745 4.951
H 5.255 1.748 3.595
H 2.682 -0.775 2.494
H 4.437 -0.558 2.782
H 3.274 -0.545 4.168
H 0.935 4.566 0.847
H 0.531 4.790 2.575
H 1.671 6.804 1.758
H 2.799 5.935 2.842
H 2.991 5.839 1.064
C 4.616 -0.915 -3.777
C 3.459 -1.229 -4.496
C 2.299 -1.613 -3.829
C 2.317 -1.658 -2.436
S 0.803 -2.130 -1.607
N 0.337 -0.438 -1.111
F 1.198 -0.082 0.074
S -1.364 -0.585 -0.484
C -1.661 1.169 -0.282
C -1.317 1.803 0.910
C -1.538 3.175 1.016
C -2.137 3.880 -0.034
C -2.556 3.201 -1.183
C -2.327 1.833 -1.310
O -2.214 -1.001 -1.572
O -1.383 -1.226 0.806
O -0.084 -2.566 -2.644
O 1.112 -2.940 -0.462
C 3.469 -1.410 -1.698
C 4.626 -1.029 -2.379
H 5.524 -0.594 -4.301
H 3.456 -1.186 -5.590
H 1.388 -1.860 -4.367
H -0.877 1.229 1.724
H -1.248 3.688 1.935
H -2.300 4.959 0.058
H -3.077 3.732 -1.983
H -2.643 1.281 -2.193
H 3.458 -1.500 -0.617
H 5.535 -0.849 -1.809
*
```

electronic energy: -65507.6792 eV

No. 2
Density functional theory data (ωB97M-V/def2-TZVPD) for an isolated ion of composition C22H27N2O and charge +1.

The geometry in ORCA input format:
```
! wB97M-V def2-TZVPD RIJCOSX def2/J DEFGRID3
* xyz 1 1
C -0.906 -1.647 0.890
C -0.307 -0.361 0.256
N -1.331 0.790 0.378
C -1.510 1.797 -0.616
C -1.016 1.961 -1.911
C -1.082 3.228 -2.549
C -1.690 4.345 -1.894
C -2.277 4.133 -0.656
C -2.229 2.884 -0.059
C -2.606 2.471 1.245
C -3.196 3.190 2.278
C -3.373 2.512 3.531
C -2.987 1.139 3.692
C -2.356 0.478 2.620
C -2.097 1.164 1.464
C 1.142 -0.498 0.782
C 1.486 -0.520 2.358
C 1.664 0.747 0.202
C 1.710 -1.876 0.319
N 1.996 -2.365 -0.863
C 2.231 -3.812 -0.958
C 1.973 -4.240 -2.382
O 2.723 -3.450 -3.304
C 2.437 -2.044 -3.145
C 2.758 -1.557 -1.787
H -0.522 -2.605 0.534
H -0.512 -1.574 1.879
H -1.973 -1.628 0.949
H -0.336 -0.331 -0.853
H -0.551 1.101 -2.445
H -0.666 3.405 -3.580
H -1.681 5.293 -2.449
H -2.766 4.990 -0.195
H -3.537 4.222 2.115
H -3.883 3.029 4.395
H -3.224 0.624 4.657
H -2.085 -0.573 2.638
H 1.046 0.322 2.892
H 1.286 -1.434 2.938
H 2.565 -0.459 2.482
H 1.513 1.534 0.960
H 2.622 0.789 -0.355
H 1.000 1.131 -0.631
H 1.666 -2.701 1.063
H 3.298 -4.056 -0.787
H 1.512 -4.367 -0.330
H 2.419 -5.221 -2.532
H 0.862 -4.214 -2.527
H 3.141 -1.670 -3.878
H 1.375 -1.825 -3.379
H 2.445 -0.525 -1.747
H 3.829 -1.728 -1.701
*
```

SMILES: C[C@@H](n1c2ccccc2c2ccccc21)C(C)(C)C=[N+]1CCOCC1
electronic energy: -28269.8664 eV
energy above the lowest of the compared OMol25 structures with the same formula, charge and spin: 308.2 kJ/mol

No. 3
Density functional theory data (ωB97M-V/def2-TZVPD) for a 2-piece molecular cluster, C22H27N2O2Si overall.

The geometry in ORCA input format:
```
! wB97M-V def2-TZVPD RIJCOSX def2/J DEFGRID3
* xyz 1 1
C -6.327 0.687 -2.638
O -5.187 1.505 -2.942
C -4.061 1.477 -2.177
C -3.060 2.449 -2.477
C -1.976 2.625 -1.658
C -1.764 1.817 -0.502
C -0.701 2.142 0.379
C -0.543 1.606 1.680
C 0.754 1.630 2.272
C 0.967 1.040 3.504
C -0.095 0.384 4.190
O 0.271 -0.178 5.386
C 1.695 0.087 5.583
C 2.179 0.909 4.374
C -1.378 0.361 3.647
C -1.604 0.994 2.450
C -2.677 0.723 -0.334
C -3.811 0.575 -1.113
H -7.098 0.935 -3.372
H -6.067 -0.369 -2.735
H -6.700 0.906 -1.635
H -3.212 3.069 -3.350
H -1.255 3.412 -1.879
H 0.051 2.859 0.051
H 1.575 2.100 1.731
H 1.825 0.620 6.533
H 2.213 -0.876 5.672
H 3.000 0.404 3.851
H 2.557 1.889 4.695
H -2.174 -0.140 4.204
H -2.615 1.017 2.077
H -2.481 -0.021 0.424
H -4.506 -0.241 -0.922
C 0.289 8.893 0.325
Si 1.617 8.515 -0.912
C 1.077 8.765 -2.666
C 3.190 9.428 -0.535
N 1.855 6.676 -0.724
C 0.879 5.688 -0.685
N 1.361 4.502 -0.317
C 2.741 4.678 -0.201
C 3.046 6.013 -0.402
H 0.012 9.953 0.264
H -0.613 8.299 0.139
H 0.628 8.696 1.349
H 0.826 9.821 -2.827
H 1.873 8.496 -3.371
H 0.188 8.168 -2.897
H 3.006 10.508 -0.624
H 3.550 9.254 0.485
H 3.999 9.187 -1.233
H -0.124 5.900 -1.015
H 3.470 3.883 -0.065
H 4.000 6.520 -0.324
*
```

electronic energy: -38199.5275 eV
energy above the lowest of the compared OMol25 structures with the same formula, charge and spin: 0.0 kJ/mol

No. 4
Density functional theory data (ωB97M-V/def2-TZVPD) for an isolated molecule of C22H27N3O.

The geometry in ORCA input format:
```
! wB97M-V def2-TZVPD RIJCOSX def2/J DEFGRID3
* xyz 0 1
C -3.567 -2.745 -2.734
C -2.098 -3.133 -2.858
C -1.161 -2.180 -2.117
C -1.299 -2.271 -0.592
C -0.383 -1.285 0.068
N -0.962 -0.158 0.456
C -0.250 0.818 1.008
N -0.908 1.922 1.430
C -2.293 2.167 1.079
C -2.413 2.736 -0.313
C -2.301 4.103 -0.531
C -2.358 4.615 -1.816
C -2.522 3.764 -2.895
C -2.629 2.399 -2.685
C -2.575 1.887 -1.401
C 1.152 0.696 1.201
C 1.878 1.747 1.780
N 2.439 2.632 2.253
C 1.760 -0.487 0.786
C 0.988 -1.494 0.212
C 1.752 -2.731 -0.154
O 2.593 -3.161 0.897
C 3.407 -2.177 1.540
C 4.869 -2.611 1.398
C 3.007 -2.145 3.021
C 3.217 -0.773 0.929
H -3.720 -1.722 -3.072
H -4.183 -3.402 -3.344
H -3.909 -2.822 -1.705
H -1.956 -4.148 -2.479
H -1.823 -3.134 -3.915
H -1.366 -1.154 -2.430
H -0.129 -2.409 -2.391
H -1.073 -3.286 -0.263
H -2.319 -2.023 -0.300
H -0.344 2.723 1.676
H -2.708 2.859 1.817
H -2.812 1.209 1.139
H -2.174 4.771 0.309
H -2.274 5.680 -1.974
H -2.566 4.163 -3.897
H -2.756 1.733 -3.526
H -2.651 0.824 -1.229
H 2.350 -2.537 -1.063
H 1.097 -3.581 -0.352
H 5.002 -3.590 1.850
H 5.140 -2.680 0.347
H 5.526 -1.899 1.889
H 3.657 -1.476 3.578
H 3.082 -3.146 3.437
H 1.978 -1.806 3.124
H 3.712 -0.029 1.553
H 3.681 -0.753 -0.063
*
```

SMILES: CCCCc1nc(NCc2ccccc2)c(C#N)c2c1COC(C)(C)C2
electronic energy: -29770.8476 eV
energy above the lowest of the compared OMol25 structures with the same formula, charge and spin: 82.8 kJ/mol